*i*
A single C7H15N molecule, computed with wB97M-V/def2-TZVPD.

Geometry as ORCA input:
```
! wB97M-V def2-TZVPD RIJCOSX def2/J DEFGRID3
* xyz 0 1
C -1.220 0.134 0.123
C 1.379 -0.089 0.220
C 0.262 0.647 -0.380
C -0.667 1.495 0.429
C -1.452 -0.826 1.264
C -2.254 0.015 -0.971
C 1.825 -1.330 -0.531
N 2.417 1.173 0.041
H 1.273 -0.255 1.292
H 0.315 0.808 -1.450
H 3.183 1.080 0.701
H 2.782 1.297 -0.899
H -1.105 2.356 -0.060
H -0.374 1.690 1.453
H -2.070 0.725 -1.775
H -2.449 -0.668 1.686
H -0.737 -0.685 2.071
H -1.399 -1.861 0.925
H -2.256 -0.990 -1.396
H -3.255 0.212 -0.576
H 1.965 -1.110 -1.589
H 1.071 -2.112 -0.449
H 2.767 -1.705 -0.132
*
```

E_HOMO = -8.5 eV
Kohn-Sham gap = 9.50 eV
Structure (SMILES) = C[C@@H](N)[C@@H]1CC1(C)C

---

*ii*
A single C7H15N molecule, computed with wB97M-V/def2-TZVPD.

Geometry as ORCA input:
```
! wB97M-V def2-TZVPD RIJCOSX def2/J DEFGRID3
* xyz 0 1
C -2.650 0.890 0.718
C -2.296 -0.466 1.120
C -1.740 -1.308 -0.112
C -0.297 -1.515 0.005
C 0.426 -0.385 -0.193
N 1.854 -0.492 -0.045
C 2.846 0.630 -0.090
C 2.721 1.017 -1.581
H -2.285 1.670 1.398
H -2.476 1.370 -0.229
H -3.727 1.025 0.970
H -1.527 -0.635 1.865
H -3.051 -1.204 1.543
H -2.262 -2.353 -0.309
H -2.016 -0.724 -1.007
H 0.053 -2.503 0.379
H -0.010 0.634 -0.234
H 2.172 -0.986 0.879
H 2.481 1.624 0.429
H 3.892 0.426 0.189
H 3.413 1.803 -1.781
H 1.629 1.364 -1.777
H 2.848 0.118 -2.139
*
```

E_HOMO = -7.7 eV
Kohn-Sham gap = 8.82 eV
Structure (SMILES) = CCC/C=C/NCC

---

Ranked by calculated energy, most stable first: *i*, *ii*.